1.
This record from the OMol25 dataset describes a cluster of 2 separate species, C5H13N2S2 in total. The level of theory is ωB97M-V/def2-TZVPD.

Positions of all 22 atoms, in Å:
C  -1.35245  1.89153  -0.24228
C  1.46094  -0.55483  1.39150
C  -1.15716  -0.70973  -1.49421
C  2.60645  -0.92498  2.26231
C  -0.72117  -1.81856  -2.37384
N  0.87093  0.55580  1.32680
N  -1.02998  3.19812  -0.25140
S  -0.69443  0.84357  -1.87050
S  -2.12610  -1.03709  -0.11837
H  -0.81347  1.30944  0.51631
H  -2.41949  1.70103  -0.30775
H  1.08556  -1.32288  0.71812
H  3.48445  -0.34066  1.98007
H  2.84453  -1.98034  2.18533
H  2.38730  -0.67466  3.29937
H  -1.57178  -2.22361  -2.92391
H  -0.29263  -2.63392  -1.78757
H  0.01858  -1.46819  -3.09031
H  1.24495  1.25539  1.96845
H  -1.54936  3.84400  -0.82557
H  -0.07327  3.45406  -0.06896
H  -2.20239  -2.36351  -0.29358

Properties
charge = +1
F_max = 0.95 eV/Å
energy above the lowest of the compared OMol25 structures with the same formula, charge and spin = 0.1347 eV
HOMO = -13.15 eV
E_tot = -1103.9138 Eh

=====

2.
This record from the OMol25 dataset describes a structure of composition C5H13N3. The level of theory is ωB97M-V/def2-TZVPD.

Positions of all 21 atoms, in Å:
C  -0.51820  0.29023  0.87219
C  -0.32543  1.46642  -1.24480
C  -1.98204  0.67353  1.00673
C  2.24763  -0.83543  0.46244
N  0.31191  0.90271  -0.07305
C  1.09872  -0.70434  -0.49814
N  -0.34970  -1.23304  0.36356
N  1.28154  -1.02040  -1.72004
H  -0.03670  0.25704  1.85605
H  -0.28417  -1.95677  1.08183
H  -1.04242  -1.47762  -0.34098
H  0.44931  -0.97741  -2.30160
H  -0.97954  0.77672  -1.80761
H  0.45934  1.76239  -1.94167
H  -0.94855  2.32859  -0.98849
H  -2.46772  0.07163  1.77491
H  -2.04582  1.72076  1.30761
H  -2.52479  0.56126  0.06767
H  2.75448  -1.79579  0.33187
H  1.93578  -0.77214  1.50275
H  2.96637  -0.03833  0.28878

Properties
charge = 0
F_max = 1.83 eV/Å
energy above the lowest of the compared OMol25 structures with the same formula, charge and spin = 3.0260 eV
HOMO = -7.78 eV
E_tot = -362.4711 Eh

=====

3.
This record from the OMol25 dataset describes a cluster of 2 separate species, C5H13N3 in total. The level of theory is ωB97M-V/def2-TZVPD.

Positions of all 21 atoms, in Å:
C  -0.53376  2.09305  -0.06938
C  -0.01494  1.21886  -1.14966
C  1.12194  0.48395  -1.05723
C  1.42860  -0.58761  -2.06929
N  1.89368  0.42385  0.07884
H  -0.76203  1.43932  0.80135
H  0.21545  2.82240  0.25217
H  -1.41869  2.63859  -0.38560
H  -0.57680  1.17623  -2.07095
H  2.49648  -0.71365  -2.15846
H  1.00145  -1.55454  -1.75577
H  1.01582  -0.33322  -3.04828
H  1.81998  -0.58857  0.59931
H  1.54235  0.99742  0.83638
H  0.25496  -1.92419  2.26498
N  0.29278  -1.03612  1.70906
N  -0.80202  -0.57512  1.35721
C  -1.99714  -1.35638  1.46325
H  -1.83846  -2.37033  1.86151
H  -2.42118  -1.43663  0.46133
H  -2.71844  -0.81732  2.07922

Properties
charge = 0
F_max = 3.76 eV/Å
energy above the lowest of the compared OMol25 structures with the same formula, charge and spin = 3.0832 eV
SMILES = C/C=C(/C)N.[H]/N=N\C
HOMO = -7.35 eV
E_tot = -362.4690 Eh

=====

4.
This record from the OMol25 dataset describes the molecule C5H13N3. The level of theory is ωB97M-V/def2-TZVPD.

Positions of all 21 atoms, in Å:
C  1.18479  -1.53974  0.94840
C  0.70451  -0.34514  0.42231
C  1.77749  0.73140  0.27370
C  -0.95618  0.42765  0.04948
N  -0.94954  1.72864  -0.53956
N  -1.36958  0.48990  1.38197
C  -1.52644  -0.66121  -0.84530
N  -0.08865  -1.00958  -1.71899
H  0.73423  -2.50424  0.74201
H  1.96498  -1.61072  1.69871
H  2.19255  0.74844  -0.73898
H  1.40354  1.73847  0.47937
H  2.59377  0.62018  0.99349
H  -1.04262  2.41651  0.20073
H  -1.75572  1.81808  -1.15028
H  -0.87402  1.22263  1.88951
H  -0.65193  -0.42614  1.74414
H  -1.73182  -1.60353  -0.33804
H  -2.37389  -0.35757  -1.46095
H  0.71604  -1.62145  -1.63298
H  0.04851  -0.26260  -2.39873

Properties
charge = 0
F_max = 5.15 eV/Å
energy above the lowest of the compared OMol25 structures with the same formula, charge and spin = 5.6162 eV
SMILES = C=C(C)C(N)(N)CN
HOMO = -7.57 eV
E_tot = -362.3759 Eh

=====

Number 1: lowest unoccupied orbital energy -4.6742 eV. Number 2: lowest unoccupied orbital energy 0.6647 eV. Number 3: lowest unoccupied orbital energy 0.3851 eV. Number 4: lowest unoccupied orbital energy 0.9540 eV.